Here is a single C20H27N3O2 molecule at a distorted geometry from OMol25. Energies are from ωB97M-V/def2-TZVPD.

Geometry as XYZ:
```
52
Properties=species:S:1:pos:R:3:forces:R:3
O 5.736987 1.859268 0.751755 0.28 -0.15 0.38
C 4.762262 2.216281 0.120555 -0.32 0.51 -0.14
C 3.783122 3.260786 0.659300 0.08 -0.23 0.10
C 2.673925 2.579006 1.465220 -0.02 0.04 0.20
C 1.751269 1.797916 0.608491 -0.01 0.13 -0.47
N 1.637996 1.827987 -0.679021 0.70 0.83 0.67
N 0.668235 0.948769 -1.019865 -1.02 -0.89 -0.20
C 0.230728 0.424254 0.074057 0.13 -0.05 -0.57
C -0.852738 -0.568634 0.232808 -0.10 0.27 0.34
C -2.093726 0.084323 0.855096 -0.04 -0.38 -0.06
C -3.226972 -0.921801 1.026364 0.05 0.44 0.11
C -4.469276 -0.272080 1.646483 0.12 -0.30 -0.12
C -5.567750 -1.284323 1.805048 -0.05 0.16 0.06
C -5.668251 -2.043389 2.963740 0.00 0.02 -0.02
C -6.656952 -3.001908 3.096629 -0.01 -0.08 0.07
C -7.558578 -3.216026 2.068306 -0.08 -0.08 0.01
C -7.465383 -2.466791 0.908001 -0.06 -0.05 -0.07
C -6.475438 -1.509179 0.778205 0.02 0.01 0.03
O 0.878387 0.923175 1.156419 -0.02 -0.03 0.14
N 4.440615 1.754778 -1.100310 0.00 -0.06 -0.41
C 5.128439 0.646960 -1.729076 0.31 -0.08 0.24
C 5.259634 0.892086 -3.244918 0.06 -0.05 -0.08
C 4.359985 -0.145273 -3.933606 -0.08 -0.01 -0.07
C 3.415646 -0.635539 -2.837506 0.11 -0.13 -0.03
C 4.312038 -0.649607 -1.604049 -0.05 0.08 0.01
H 3.348298 3.835130 -0.157624 0.00 0.07 0.02
H 4.336530 3.926090 1.322142 -0.01 -0.05 -0.09
H 3.110005 1.908532 2.211013 -0.02 0.07 0.01
H 2.087241 3.330802 2.003205 0.05 -0.07 0.03
H -1.088174 -0.969554 -0.752673 0.09 -0.01 0.02
H -0.504247 -1.378357 0.877681 -0.02 -0.08 -0.07
H -1.828176 0.505375 1.827767 -0.02 0.07 -0.01
H -2.424880 0.903068 0.212291 0.02 0.07 0.03
H -2.896088 -1.743171 1.665991 -0.01 -0.09 -0.02
H -3.490866 -1.344415 0.054629 -0.01 -0.09 -0.02
H -4.206540 0.146933 2.620220 -0.01 0.07 -0.01
H -4.805011 0.543919 1.003177 0.00 0.06 0.04
H -4.968267 -1.877968 3.770834 0.08 0.03 0.09
H -6.725110 -3.582263 4.005332 -0.01 -0.04 0.07
H -8.332082 -3.962609 2.171572 -0.06 -0.05 0.01
H -8.166902 -2.627991 0.102385 -0.06 -0.01 -0.06
H -6.408111 -0.924847 -0.128753 0.01 0.08 -0.10
H 3.525440 1.984288 -1.469500 0.10 0.10 0.16
H 6.094937 0.568022 -1.225898 -0.14 0.00 -0.10
H 4.931164 1.905796 -3.473383 0.07 0.04 -0.01
H 6.294102 0.797719 -3.570420 0.03 0.08 -0.02
H 4.962451 -0.980288 -4.294420 -0.01 -0.03 -0.06
H 3.824586 0.276298 -4.782497 0.03 -0.04 -0.10
H 2.995434 -1.615450 -3.059773 -0.12 0.00 -0.01
H 2.592148 0.065745 -2.697142 -0.09 0.01 0.00
H 3.755501 -0.682680 -0.667982 0.05 -0.04 0.10
H 4.982414 -1.509166 -1.636301 0.04 -0.08 -0.01
```
Forces are in eV/Å.

Frontier orbital gap   0.35838 hartree
LUMO level   0.0248 hartree
HOMO level   -9.08 eV
Molecular weight   341.5 g mol⁻¹
Net charge   0

***

Here is a single C20H27N3O2 molecule at a distorted geometry from OMol25. Energies are from ωB97M-V/def2-TZVPD.

Geometry as XYZ:
```
52
Properties=species:S:1:pos:R:3:forces:R:3
O -1.632095 1.736199 -0.693953 -0.48 -0.10 -0.18
C -0.530337 1.773115 -0.189413 0.43 0.09 0.62
N 0.571680 2.179729 -0.851434 0.27 0.11 -0.22
C 0.568808 2.551788 -2.256118 -0.09 0.01 -0.10
C 1.249526 3.914860 -2.431254 0.02 -0.10 0.10
C 2.772048 3.877615 -2.579323 -0.13 0.30 -0.21
C 3.220349 3.707785 -4.030537 0.21 -0.28 0.14
C 3.018571 2.304110 -4.594472 -0.16 0.26 -0.17
C 1.585779 1.781064 -4.500461 0.23 -0.25 0.11
C 1.181575 1.406536 -3.074166 -0.24 0.19 -0.15
C -0.250085 1.350740 1.256989 -0.31 0.04 -0.12
C -1.566792 1.153858 2.020421 -0.03 -0.03 -0.16
C -2.075149 -0.273494 1.881597 -0.44 0.23 -0.11
N -1.113360 -1.186439 2.467046 -0.37 0.01 -0.06
C -1.437845 -2.457674 2.727089 0.49 -0.40 0.30
N -0.620026 -3.381214 3.139399 0.34 0.35 -0.05
C -1.413420 -4.495792 3.296388 -0.88 0.02 -0.18
C -1.115770 -5.784771 3.710053 0.02 0.25 -0.07
C -2.157806 -6.692926 3.763952 -0.08 -0.18 0.03
C -3.458418 -6.340463 3.419520 -0.03 -0.14 0.04
C -3.774826 -5.055473 3.003826 -0.05 0.46 -0.14
C -2.735953 -4.154737 2.951156 0.63 -0.92 0.37
O -2.739880 -2.834382 2.582325 -0.04 0.39 -0.13
C 0.276756 -0.789494 2.478913 0.44 -0.04 -0.01
C 0.576896 0.049522 1.241407 -0.01 -0.04 0.26
H 1.465804 2.166147 -0.387845 -0.08 -0.05 0.12
H -0.488701 2.655091 -2.521212 0.18 -0.02 0.03
H 0.827739 4.412562 -3.305182 -0.02 0.07 -0.03
H 0.980088 4.519678 -1.561914 -0.09 0.01 -0.08
H 3.200401 3.084717 -1.963914 0.13 -0.05 0.12
H 3.175134 4.824973 -2.213348 0.03 -0.07 0.07
H 2.679035 4.426631 -4.650139 0.00 0.08 -0.02
H 4.283184 3.952453 -4.102277 -0.01 0.07 -0.06
H 3.320728 2.314721 -5.644550 0.08 -0.06 0.01
H 3.681237 1.607674 -4.074226 0.04 -0.06 -0.01
H 1.516018 0.886137 -5.122773 -0.08 0.05 -0.04
H 0.889324 2.514818 -4.907263 -0.10 0.03 -0.13
H 0.445638 0.600441 -3.101284 0.03 -0.04 0.10
H 2.058616 1.020247 -2.548541 0.02 -0.05 0.04
H 0.324808 2.147913 1.739459 0.01 -0.05 -0.04
H -2.316915 1.830601 1.610119 0.02 -0.03 0.09
H -1.428554 1.387255 3.076781 0.00 0.01 0.03
H -3.029222 -0.393973 2.401065 0.07 0.06 -0.12
H -2.236741 -0.500565 0.820195 -0.06 0.03 0.08
H -0.108026 -6.057774 3.977362 0.13 -0.03 0.03
H -1.957985 -7.705637 4.082406 0.01 -0.08 0.02
H -4.240919 -7.081971 3.476020 -0.06 -0.05 0.00
H -4.780047 -4.773250 2.734251 -0.13 0.00 -0.03
H 0.491774 -0.211220 3.386062 0.08 -0.08 -0.03
H 0.878763 -1.699737 2.501823 -0.01 0.17 0.03
H 0.324000 -0.537135 0.355455 0.06 -0.03 -0.04
H 1.644595 0.269141 1.204518 0.02 -0.05 -0.06
```
Forces are in eV/Å.

Frontier orbital gap   0.30038 hartree
LUMO level   0.0208 hartree
HOMO level   -7.61 eV
Molecular weight   341.5 g mol⁻¹
Net charge   0

***

Question: molecular weight of number 2 (C20H27N3O2)?
Answer: 341.5 g mol⁻¹

***

Question: Which of these has the lowest LUMO level?
Answer: number 2

***

Question: Among the records above, which one has the highest LUMO level?
Answer: number 1

***

Question: Which value of HOMO level does entry 2 give?
Answer: -7.61 eV